{"formula": "C25H70N2O9", "method": "ωB97M-V with the def2-TZVPD basis set", "total_energy_ha": -1781.072987, "de_lowest_kcal_mol": 0.0, "orbital_gap_ev": 9.53, "largest_force_ev_per_a": 2.329, "species": ["C", "O", "C", "C", "C", "N", "H", "H", "H", "H", "H", "H", "H", "H", "H", "H", "H", "C", "O", "C", "C", "C", "N", "H", "H", "H", "H", "H", "H", "H", "H", "H", "H", "H", "C", "C", "C", "O", "H", "H", "H", "H", "H", "H", "H", "H", "C", "C", "C", "O", "H", "H", "H", "H", "H", "H", "H", "H", "C", "C", "C", "O", "H", "H", "H", "H", "H", "H", "H", "H", "C", "C", "C", "O", "H", "H", "H", "H", "H", "H", "H", "H", "C", "C", "C", "O", "H", "H", "H", "H", "H", "H", "H", "H", "C", "O", "H", "H", "H", "H", "C", "O", "H", "H", "H", "H"], "coordinates": [[8.79479, -8.83767, 0.74707], [7.48053, -8.64790, 1.18882], [6.46707, -8.73964, 0.23440], [5.08441, -8.64947, 0.88173], [4.79943, -9.77102, 1.87342], [4.14618, -8.56702, -0.23147], [9.05721, -9.88201, 0.50912], [9.38549, -8.62071, 1.63891], [9.06337, -8.27445, -0.15206], [6.52788, -7.95529, -0.53007], [6.45975, -9.72085, -0.27309], [5.05635, -7.65401, 1.33946], [4.04968, -9.35294, 2.54848], [5.66312, -10.11967, 2.43040], [4.32928, -10.57620, 1.30536], [4.01643, -9.50169, -0.64929], [3.18524, -8.31583, -0.01929], [6.73687, -13.29458, -4.00145], [6.03024, -12.08495, -3.84360], [6.89241, -10.93982, -3.90515], [6.12463, -9.65395, -3.92400], [5.23725, -9.41901, -5.14651], [7.08924, -8.53930, -3.74861], [7.12726, -13.35963, -5.02054], [6.02944, -14.08993, -3.76199], [7.53912, -13.40658, -3.26008], [7.55882, -10.99605, -3.03345], [7.52410, -11.06600, -4.79704], [5.46217, -9.67641, -3.04669], [4.60958, -10.31732, -5.21271], [5.77296, -9.48552, -6.09675], [4.63034, -8.52330, -5.06990], [7.27499, -8.47658, -2.74396], [6.44867, -7.74164, -3.82387], [6.53900, -6.65387, 5.31103], [5.95833, -7.84187, 4.56779], [6.76370, -9.11775, 4.88570], [4.62396, -8.08091, 5.00807], [7.52753, -6.40481, 4.92009], [6.53133, -6.81221, 6.38606], [5.88359, -5.80499, 5.08631], [5.97610, -7.75067, 3.47690], [6.18550, -9.97133, 4.53734], [7.04387, -9.18788, 5.93321], [7.64806, -9.08396, 4.24036], [3.98213, -7.63633, 4.41743], [6.85790, -3.68912, -3.40873], [6.85261, -5.15150, -3.00198], [6.71655, -5.34865, -1.47554], [5.79792, -5.79881, -3.70621], [6.88775, -3.65501, -4.50041], [7.69526, -3.08288, -3.05107], [5.98051, -3.12187, -3.08473], [7.80996, -5.58626, -3.29901], [7.50996, -5.98212, -1.08278], [5.69709, -5.64895, -1.22766], [6.82786, -4.40635, -0.92754], [5.09195, -6.00912, -3.07675], [6.15284, -13.58061, 2.55411], [6.87373, -14.92815, 2.60853], [8.27335, -14.78808, 3.14354], [6.09849, -15.74490, 3.50996], [5.14310, -13.66840, 2.14931], [6.73445, -12.85680, 1.97839], [5.96415, -13.13751, 3.53662], [6.77164, -15.29462, 1.58201], [8.30807, -14.39150, 4.15627], [8.79385, -14.10852, 2.45864], [8.83944, -15.72146, 3.16560], [6.06845, -16.64805, 3.18265], [2.12068, -11.21028, -2.85260], [2.96856, -11.83260, -1.78088], [3.24263, -13.30363, -1.99385], [4.20104, -11.08898, -1.71416], [1.18140, -11.72153, -3.08545], [2.71784, -11.13498, -3.76727], [1.78706, -10.18111, -2.68388], [2.53056, -11.69651, -0.78733], [3.77879, -13.76197, -1.16302], [3.82276, -13.51592, -2.89825], [2.34870, -13.90068, -2.19932], [4.80384, -11.38884, -2.41625], [4.35187, -4.90356, 2.52767], [3.22840, -5.24266, 3.48677], [1.99984, -4.38768, 3.20202], [2.87685, -6.64376, 3.39188], [3.97406, -4.79639, 1.50778], [5.17707, -5.61841, 2.51655], [4.84289, -3.95703, 2.77034], [3.47642, -5.13140, 4.54146], [2.13001, -3.31854, 3.35999], [1.17179, -4.71961, 3.83874], [1.55120, -4.53108, 2.21199], [2.65070, -6.74561, 2.45100], [2.91669, -6.45898, -2.52007], [4.14519, -7.14074, -2.75900], [2.37323, -6.88430, -1.67928], [3.06428, -5.38208, -2.46561], [2.27386, -6.65823, -3.38688], [4.23247, -7.85412, -2.06906], [0.16350, -7.49152, 0.37231], [1.15675, -7.96104, 1.26325], [0.32049, -6.45170, 0.07095], [0.17097, -8.09465, -0.53797], [-0.84415, -7.57441, 0.78492], [0.83435, -7.93296, 2.16879]], "atomic_forces_ev_per_a": [[0.382, -0.745, 0.338], [-0.341, 0.113, 0.267], [-0.640, -0.738, -0.578], [0.643, 0.984, -0.210], [-0.803, 0.698, -0.370], [-0.817, -1.019, -1.202], [-0.537, -0.092, -0.042], [0.350, 0.447, -0.437], [-0.042, 0.460, 0.266], [0.198, -0.020, 0.080], [0.414, 0.012, -0.115], [-0.035, -0.183, 0.420], [0.034, -0.465, 0.329], [0.071, 0.060, -0.046], [0.192, -0.257, 0.178], [0.506, 0.336, 0.126], [0.254, 0.287, 0.857], [-0.325, -0.022, 0.503], [-0.260, 0.582, 0.206], [0.540, -1.172, -0.490], [-0.113, 0.757, 0.443], [0.246, -1.668, -0.075], [-1.049, 0.156, 0.413], [0.056, -0.251, 0.078], [0.014, -0.075, -0.430], [0.163, 0.259, -0.188], [0.006, 0.290, 0.003], [-0.016, 0.339, 0.014], [-0.085, -0.001, -0.189], [-0.423, 0.321, 0.121], [0.349, 0.565, 0.142], [0.065, 0.081, 0.032], [0.421, -0.313, -0.136], [0.596, 0.445, -0.480], [-0.511, 0.577, -1.075], [0.048, -1.331, 0.877], [-0.058, 0.585, -1.101], [-0.379, 0.181, -0.165], [0.117, -0.053, 0.286], [0.146, -0.125, 0.013], [0.163, 0.155, 0.209], [0.048, 0.446, 0.057], [-0.026, -0.151, 0.381], [-0.090, -0.125, 0.048], [0.222, -0.089, 0.349], [0.443, -0.156, 0.260], [0.137, 0.673, -0.440], [-0.203, 0.519, 0.447], [0.061, 0.944, -0.045], [1.486, 1.036, -0.366], [-0.062, 0.096, 0.032], [0.262, -0.427, 0.134], [-0.261, -0.404, 0.030], [-0.088, -0.144, -0.272], [-0.414, -0.441, 0.094], [0.207, -0.578, 0.157], [0.162, 0.122, -0.255], [0.315, -0.394, -0.246], [-0.163, 0.419, 0.347], [-1.424, 0.543, 0.837], [0.700, 0.026, -0.826], [-0.062, -0.154, -0.312], [0.176, -0.190, -0.384], [-0.137, -0.026, -0.109], [0.451, -0.216, 0.172], [0.620, -0.454, 0.115], [-0.315, 0.186, -0.040], [0.237, 0.003, 0.295], [-0.191, -0.114, -0.141], [0.095, 0.018, 0.030], [-0.725, 0.514, -1.053], [0.482, 0.300, 0.344], [-0.016, -0.901, -0.618], [-0.054, -0.407, 0.229], [0.262, -0.415, 0.105], [-0.098, -0.272, -0.056], [0.397, 0.010, 0.563], [-0.140, -0.011, -0.087], [-0.044, 0.156, 0.106], [0.260, 0.517, 0.022], [-0.259, 0.286, 0.463], [-0.196, -0.230, 0.006], [0.708, 0.312, 0.010], [-0.419, -0.044, -0.051], [-1.144, -0.381, 0.270], [-0.156, 0.679, -0.883], [-0.065, -0.145, -0.016], [-0.246, -0.274, 0.138], [-0.308, 0.119, 0.113], [0.390, 0.184, -0.067], [0.276, -0.018, 0.010], [0.251, 0.149, 0.336], [0.637, -0.013, -0.281], [-0.013, -0.546, 0.228], [-0.533, -0.913, -1.068], [-1.408, -1.316, 1.308], [0.182, 0.342, 0.407], [0.064, 0.037, 0.348], [-0.034, 0.257, 0.027], [0.150, 0.827, -0.099], [-0.550, 0.070, -0.343], [0.307, 0.048, 0.038], [0.125, 0.025, 0.169], [0.178, -0.080, 0.084], [0.065, 0.005, 0.104], [-0.059, -0.001, -0.026]], "mulliken_charge": [-0.890, -0.123, -0.004, 1.769, -1.150, 0.712, 0.305, 0.274, 0.273, -0.738, 0.296, -1.023, 0.208, -0.006, 0.289, -0.138, -0.076, -0.890, -0.223, -1.187, 2.983, -1.788, -0.792, 0.274, 0.257, 0.360, 0.318, 0.463, -1.419, 0.382, 0.412, 0.295, 0.252, 0.365, -1.472, 1.977, -1.426, -0.621, 0.319, 0.394, 0.256, -0.652, 0.267, 0.424, 0.237, 0.418, -1.693, 0.755, -0.919, -0.641, 0.387, 0.409, 0.329, 0.359, 0.058, 0.202, 0.471, 0.153, -1.230, 0.476, -1.221, -0.555, 0.350, 0.253, 0.375, 0.265, 0.329, 0.309, 0.332, 0.317, -1.154, 0.769, -1.367, -0.287, 0.455, 0.128, 0.131, 0.315, 0.286, 0.157, 0.425, 0.021, -1.248, 0.648, -1.541, -0.547, 0.374, 0.144, 0.441, 0.431, 0.393, 0.404, 0.274, 0.197, -0.595, -0.086, 0.071, 0.283, 0.239, 0.268, -0.800, -0.462, 0.270, 0.215, 0.407, 0.310]}